Record 1
ORCA calculation (wB97M-V/def2-TZVPD) on C5H7NS as an isolated structure at a distorted geometry.

Values from the calculation:
- HOMO-LUMO gap (eV) = 9.654
- 2S+1 = 1
- electronic energy (eV) = -17619.998
- energy relative to the best compared isomer or geometry (same formula, charge and spin) (eV) = 3.6482

Geometry as XYZ:
```
14
Properties=species:S:1:pos:R:3:forces:R:3
C -0.4944 0.7345 -0.5312 -1.16 -0.24 1.32
C -0.5932 -0.0611 0.8703 -1.41 1.83 1.67
C 0.9401 0.4525 -0.2608 1.73 0.33 -0.18
C 1.0599 -1.0843 -0.2468 -0.75 -1.09 -0.48
C 0.0578 -1.4129 0.6560 1.32 -0.28 -2.61
H -2.2946 1.0500 -1.8174 -0.56 0.33 -0.24
H -0.4972 1.8444 -0.3256 -1.25 -1.17 -0.69
H -1.6247 -0.0030 1.4449 2.42 0.00 -0.72
H 1.3656 0.5580 1.8577 -1.78 0.15 -1.40
H 1.6438 1.1211 -0.7587 0.40 -0.59 -0.12
H 1.5942 -1.6819 -1.1123 -0.88 1.03 2.49
H -0.3054 -2.4221 0.9356 0.20 1.00 -0.23
N 0.6164 0.8797 1.1437 1.19 -1.41 1.47
S -1.4685 0.0251 -1.8553 0.54 0.10 -0.28
```
Positions in Å, forces in eV/Å.

***

Record 2
ORCA calculation (wB97M-V/def2-TZVPD) on a 2-piece molecular cluster, C3H7NO2 overall at a distorted geometry.

Values from the calculation:
- HOMO-LUMO gap (eV) = 9.896
- SMILES = CC(=O)O.C=N
- 2S+1 = 1
- electronic energy (eV) = -8808.142
- energy relative to the best compared isomer or geometry (same formula, charge and spin) (eV) = 2.3873

Geometry as XYZ:
```
13
Properties=species:S:1:pos:R:3:forces:R:3
C 1.3803 -1.2365 -0.4349 -0.41 -0.40 0.31
C 0.0118 -1.1814 0.2458 1.07 0.22 -0.22
O -0.2606 -1.8207 1.2229 -0.26 0.00 -0.07
O -0.8402 -0.3769 -0.3979 -0.83 0.63 0.29
H 1.7656 -2.2557 -0.3959 -0.03 0.05 -0.01
H 1.2315 -0.9234 -1.4628 0.42 0.12 -0.07
H 2.0910 -0.6135 0.1133 -0.07 0.15 -0.18
H -0.6946 0.6464 -0.4057 -0.59 -2.53 -0.18
C 0.2340 2.1784 0.1323 -0.53 1.95 0.40
N -0.8506 2.1652 -0.5357 0.80 1.17 0.14
H 0.1758 1.8804 1.1768 0.37 -0.81 -0.15
H 1.1257 2.7010 -0.2093 0.16 -0.08 0.08
H -0.7291 2.7163 -1.3852 -0.10 -0.48 -0.33
```
Positions in Å, forces in eV/Å.

***

Record 3
ORCA calculation (wB97M-V/def2-TZVPD) on C17H11N6RuSe as an isolated structure at a distorted geometry.

Values from the calculation:
- HOMO-LUMO gap (spin up / spin down) (eV) = 3.897 / 6.583
- expectation value of S² = 8.7919
- 2S+1 = 6
- electronic energy (eV) = -94673.540
- energy relative to the best compared isomer or geometry (same formula, charge and spin) (eV) = 0.0000

Geometry as XYZ:
```
36
Properties=species:S:1:pos:R:3:forces:R:3
Ru 0.9027 -0.3228 0.1462 0.02 -0.21 0.41
C 3.6962 2.9554 -0.1934 0.08 -0.34 -0.01
C 2.8684 4.0631 -0.0189 -1.33 -0.27 0.04
C 1.4804 3.8661 0.0299 1.38 0.38 0.03
C 0.9807 2.5733 -0.0822 -0.91 -0.43 -0.21
N 1.8048 1.4897 -0.2149 1.45 0.63 0.24
C 3.1461 1.6871 -0.2681 -0.64 0.34 0.32
C -0.4383 2.2437 -0.0783 1.00 -1.55 0.25
C -1.5226 3.1095 -0.1633 -0.98 0.69 0.01
C -2.8224 2.5896 -0.1181 0.61 -1.03 0.24
C -3.0112 1.2055 -0.0070 -1.17 1.78 -0.12
C -1.8970 0.3763 0.0272 1.23 -1.62 0.01
N -0.6421 0.8967 0.0167 -1.14 1.37 -0.28
C -1.9081 -1.0846 0.0755 0.40 1.43 -0.33
C -3.0411 -1.8647 -0.1339 0.07 -1.41 0.53
C -2.9358 -3.2542 0.0227 0.11 1.51 -0.14
C -1.7122 -3.8024 0.4055 0.47 0.03 0.06
C -0.6066 -2.9767 0.5433 -0.56 0.62 -0.16
N -0.6817 -1.6412 0.3079 -0.29 -1.32 0.54
H 4.7685 3.0637 -0.2139 0.09 -0.01 -0.08
H 3.2781 5.0573 0.1036 0.02 -0.05 -0.04
H 0.8132 4.6998 0.2073 0.00 -0.11 -0.08
H 3.7698 0.7985 -0.3110 -0.19 0.10 -0.09
H -1.3424 4.1675 -0.2147 -0.08 0.20 -0.12
H -3.6786 3.2512 -0.1298 0.04 0.00 -0.05
H -4.0074 0.7997 0.0937 0.05 -0.01 -0.03
H -3.9867 -1.3929 -0.3457 -0.04 0.00 -0.14
H -3.8023 -3.8681 -0.1353 -0.18 -0.24 0.00
H -1.6012 -4.8596 0.5908 0.04 -0.04 0.00
H 0.3522 -3.3544 0.8828 -0.12 0.00 -0.19
Se 1.5086 -0.4958 2.4349 -0.04 0.07 -0.20
N 1.5382 -6.2298 -0.2347 1.02 2.85 -0.79
C 1.9464 -5.1678 -0.5730 -1.47 -3.53 1.24
N 2.4344 -4.0625 -1.0368 0.33 1.92 -0.28
C 2.2250 -2.8442 -0.7652 0.33 -1.01 -0.44
N 2.1239 -1.6718 -0.6499 0.41 -0.74 -0.13
```
Positions in Å, forces in eV/Å.

***

Record 4
ORCA calculation (wB97M-V/def2-TZVPD) on a 2-piece molecular cluster, C3H11N2PS overall at a distorted geometry.

Values from the calculation:
- HOMO-LUMO gap (eV) = 9.432
- 2S+1 = 1
- electronic energy (eV) = -26393.053
- energy relative to the best compared isomer or geometry (same formula, charge and spin) (eV) = 1.4765

Geometry as XYZ:
```
18
Properties=species:S:1:pos:R:3:forces:R:3
C -0.8510 -1.1525 0.5445 -0.60 -0.79 -2.60
C 0.2749 -1.0434 -1.8395 3.04 -0.98 0.95
C 0.1358 -0.4680 -0.3762 0.63 1.20 -0.32
N 2.1856 -1.6824 1.1608 0.70 0.06 0.61
N -0.2002 2.6065 0.9736 -0.25 -0.56 -1.06
P 1.8699 -0.4583 0.2930 -0.08 1.78 -1.47
S 2.9673 1.0275 -0.4428 -0.86 -1.38 0.90
H -1.2185 -0.4054 1.1392 -1.16 1.75 1.80
H -1.7391 -1.6174 0.0211 1.26 0.20 0.47
H -0.2729 -1.7787 1.1297 0.37 -2.06 1.30
H -0.4663 -0.5838 -2.3424 -3.13 0.82 -1.93
H 0.3136 -2.1957 -2.0174 -0.23 2.15 0.83
H 1.1483 -0.5724 -2.3805 -0.41 -0.73 0.85
H -0.1669 0.6564 -0.2680 0.92 -1.79 -1.19
H 3.1430 -1.6558 1.5406 -0.48 -0.24 -0.23
H 0.6990 2.7186 0.5491 0.66 -0.04 0.01
H -0.8059 3.2683 0.5098 -0.23 0.13 0.59
H -0.1337 2.6844 1.9644 -0.16 0.48 0.49
```
Positions in Å, forces in eV/Å.

***

Record 5
ORCA calculation (wB97M-V/def2-TZVPD) on one molecule with the formula C7H15OP at a distorted geometry.

Values from the calculation:
- HOMO-LUMO gap (eV) = 10.660
- SMILES = C[C@@H]1C[C@]1(C)P(C)(C)=O
- 2S+1 = 1
- electronic energy (eV) = -18837.767
- energy relative to the best compared isomer or geometry (same formula, charge and spin) (eV) = 0.0104

Geometry as XYZ:
```
24
Properties=species:S:1:pos:R:3:forces:R:3
C -2.3316 1.2678 0.2613 2.61 -1.97 -2.22
C -1.4689 0.4097 1.1452 0.66 -0.37 -0.08
C -0.1881 0.9505 1.7143 -0.05 0.50 -0.01
C -0.1502 -0.1101 0.5842 1.35 -0.62 1.99
C 0.5124 -1.4832 1.2110 0.36 4.43 -0.96
P 0.5510 0.5488 -0.9342 2.83 -3.83 0.00
C 2.4696 0.3799 -0.7393 -0.92 -0.54 0.26
C -0.1108 -0.5139 -2.2550 2.78 -0.04 -0.71
O 0.3246 1.9224 -1.3201 -0.81 2.62 -0.27
H -2.8113 0.6674 -0.5226 -0.46 -0.16 0.53
H -1.6293 1.8379 -0.3623 -0.62 0.88 0.61
H -2.9940 1.7419 0.8708 -1.98 1.93 1.12
H -2.0064 -0.2241 1.8337 -0.02 -0.49 -0.09
H 0.0521 2.0112 1.4855 -0.07 -0.89 0.15
H 0.1457 0.5626 2.7046 -0.37 0.56 -0.89
H 1.1883 -1.0942 1.9843 -0.18 -0.64 -0.15
H 1.0561 -2.0533 0.5209 0.65 -0.81 -1.14
H -0.2809 -1.9998 1.5898 -1.90 -1.66 1.25
H 3.0155 0.1762 -1.6736 -0.62 0.42 -0.05
H 2.6261 1.4266 -0.4230 0.52 -0.61 0.06
H 2.9063 -0.3949 -0.0508 -0.82 0.96 -0.18
H 0.3804 -0.2301 -3.2092 -0.47 0.27 0.52
H -0.0725 -1.5881 -2.2692 0.07 -0.50 0.76
H -1.0821 -0.1786 -2.2140 -2.55 0.56 -0.49
```
Positions in Å, forces in eV/Å.

***

Record 6
ORCA calculation (wB97M-V/def2-TZVPD) on a 2-piece molecular cluster, C3H3N2O3S2 overall at a distorted geometry.

Values from the calculation:
- HOMO-LUMO gap (spin up / spin down) (eV) = 8.511 / 5.198
- 2S+1 = 1
- total charge = -1
- electronic energy (eV) = -33953.083
- energy relative to the best compared isomer or geometry (same formula, charge and spin) (eV) = 0.6096

Geometry as XYZ:
```
13
Properties=species:S:1:pos:R:3:forces:R:3
C -2.0445 -0.2754 0.6291 0.28 -0.51 0.29
C -0.9704 -0.7572 -0.1284 0.88 2.96 -1.81
C -1.0580 1.4816 -0.1730 -1.55 0.68 0.04
N -2.1204 1.0724 0.5854 0.12 -0.84 0.52
N -0.4553 0.4075 -0.7200 -1.83 -1.27 1.87
O 3.5849 0.0783 0.5692 -0.19 -0.55 0.01
O 1.9380 -0.4782 -1.1559 0.10 -0.14 -1.26
O 2.0848 -1.9533 0.8045 0.42 0.77 -0.36
S -0.6569 3.0959 -0.4100 0.06 -0.42 -0.07
S 2.3108 -0.5881 0.2544 0.37 -0.34 1.67
H -2.6596 -0.9254 1.2628 -0.02 0.65 -0.38
H -0.4118 -1.6165 -0.4545 -0.50 -0.70 0.62
H 0.4585 0.4584 -1.0637 1.85 -0.29 -1.14
```
Positions in Å, forces in eV/Å.

***

Record 7
ORCA calculation (wB97M-V/def2-TZVPD) on a 3-piece molecular cluster, C4H5NO overall at a distorted geometry.

Values from the calculation:
- HOMO-LUMO gap (eV) = 11.015
- 2S+1 = 1
- electronic energy (eV) = -7764.270
- energy relative to the best compared isomer or geometry (same formula, charge and spin) (eV) = 2.2564

Geometry as XYZ:
```
11
Properties=species:S:1:pos:R:3:forces:R:3
C 1.4419 -1.7623 0.5572 -0.09 0.12 0.01
C 0.6893 -0.6644 0.5977 0.17 -0.15 -0.01
C -0.8509 2.7648 0.4045 1.31 -0.22 -0.23
O 0.2456 2.5376 0.2049 -1.34 0.31 0.25
C -0.7311 -0.6936 0.3746 -0.99 -0.03 -0.14
N -1.8761 -0.6894 0.1969 1.13 0.00 0.20
H 1.0182 -2.7406 0.3527 0.03 0.15 0.03
H -1.6209 1.3191 -2.4426 -0.03 0.03 0.03
H 2.5115 -1.7016 0.7310 -0.16 0.01 -0.03
H 1.1143 0.3156 0.7950 -0.05 -0.18 -0.02
H -1.9418 1.3149 -1.7720 0.01 -0.04 -0.10
```
Positions in Å, forces in eV/Å.

***

Record 8
ORCA calculation (wB97M-V/def2-TZVPD) on one molecule with the formula C5H11P at a distorted geometry.

Values from the calculation:
- HOMO-LUMO gap (eV) = 10.374
- SMILES = C[C@@H]1C[C@@]1(C)P
- 2S+1 = 1
- electronic energy (eV) = -14649.342
- energy relative to the best compared isomer or geometry (same formula, charge and spin) (eV) = 1.9810

Geometry as XYZ:
```
17
Properties=species:S:1:pos:R:3:forces:R:3
C 1.8440 0.8718 -0.8288 0.93 -0.90 -0.39
C 0.3999 1.0199 -0.3557 0.43 0.42 0.14
C 0.0067 0.8700 1.0845 -1.35 1.90 1.63
C -0.5689 -0.0224 0.0526 -0.56 -4.73 -0.46
C -0.1099 -1.6827 0.1945 0.60 2.91 -0.40
P -2.4414 0.1996 -0.1587 1.19 1.30 0.61
H 1.9323 0.8811 -1.9666 -0.17 -0.21 1.47
H 2.3460 -0.0948 -0.4159 -1.03 1.55 -0.82
H 2.4928 1.7095 -0.4623 -0.74 -0.58 -0.23
H -0.2132 1.8200 -0.7424 0.65 0.55 -0.62
H 0.6542 0.3770 1.8196 -0.13 0.44 -0.36
H -0.6805 1.7388 1.4986 1.55 -1.97 -0.61
H -0.0076 -2.1561 -0.7928 0.76 0.64 -0.01
H -0.9797 -2.2557 0.5102 0.26 0.25 1.20
H 0.8779 -1.7003 0.8220 -2.12 -0.48 -1.10
H -2.6099 -0.8147 0.7305 -0.51 -0.41 1.64
H -2.9427 -0.7611 -0.9893 0.24 -0.68 -1.71
```
Positions in Å, forces in eV/Å.